This record from the OMol25 dataset describes a 8-piece molecular cluster, C33H64ClN2O9 overall in a non-equilibrium geometry. The level of theory is ωB97M-V/def2-TZVPD.

Geometry as ORCA input:
```
! RIJCOSX wB97M-V def2-TZVPD def2/J DEFGRID3
* xyz 1 1
C 1.187 6.527 1.869
C 1.169 5.684 0.829
C 1.082 4.218 1.140
C 0.656 3.397 -0.061
N 0.559 1.921 0.182
C -0.855 1.440 0.485
C -1.657 2.360 1.384
C -2.961 1.619 1.800
O -3.182 1.626 3.175
C -2.257 0.833 3.875
C 1.555 1.372 1.179
C 2.695 0.730 0.376
C 2.359 -0.592 -0.275
O 2.874 -0.921 -1.328
Cl 1.157 -1.659 0.486
C 2.155 2.408 2.153
N 2.403 3.732 1.587
H 0.544 6.347 2.720
H 1.851 7.375 1.940
H 1.165 6.035 -0.193
H 0.431 4.107 2.005
H 1.405 3.542 -0.837
H -0.261 3.792 -0.472
H 0.781 1.479 -0.706
H -1.361 1.409 -0.472
H -0.849 0.425 0.863
H -1.945 3.242 0.830
H -1.137 2.644 2.292
H -2.954 0.590 1.425
H -3.773 2.099 1.272
H -1.244 1.250 3.867
H -2.556 0.733 4.907
H -2.190 -0.160 3.429
H 1.125 0.582 1.779
H 3.573 0.576 0.996
H 2.979 1.420 -0.419
H 3.113 2.017 2.479
H 1.565 2.522 3.055
H 2.970 3.602 0.752
C -0.910 -3.476 -2.051
C -2.285 -2.941 -1.751
O -2.438 -1.820 -1.311
C -3.450 -3.855 -2.016
H -0.178 -2.708 -1.810
H -0.718 -4.359 -1.442
H -0.823 -3.729 -3.109
H -3.354 -4.758 -1.411
H -3.479 -4.127 -3.072
H -4.376 -3.347 -1.756
C -7.030 2.222 2.780
C -6.903 2.678 1.348
O -6.192 2.096 0.561
C -7.702 3.892 0.941
H -6.406 1.346 2.937
H -6.704 3.014 3.455
H -8.067 1.964 2.999
H -7.404 4.753 1.540
H -8.767 3.703 1.084
H -7.520 4.110 -0.109
C 8.043 -2.039 -1.213
C 6.714 -2.112 -0.501
O 6.633 -2.025 0.702
C 5.482 -2.297 -1.353
H 8.838 -1.904 -0.484
H 8.222 -2.961 -1.767
H 8.050 -1.195 -1.905
H 5.547 -3.231 -1.913
H 5.378 -1.460 -2.043
H 4.613 -2.335 -0.710
C -1.729 -3.678 2.071
C -1.528 -3.440 3.547
O -1.846 -2.397 4.068
C -0.909 -4.563 4.343
H -2.180 -2.796 1.618
H -0.767 -3.869 1.592
H -2.389 -4.532 1.911
H 0.085 -4.794 3.954
H -1.537 -5.453 4.284
H -0.820 -4.263 5.385
C 4.401 1.203 -3.294
C 4.588 2.652 -2.928
O 3.957 3.140 -2.009
C 5.570 3.460 -3.731
H 3.673 0.780 -2.613
H 4.038 1.111 -4.318
H 5.341 0.660 -3.188
H 5.268 3.477 -4.779
H 6.566 3.025 -3.648
H 5.597 4.480 -3.354
C 0.601 -7.343 -0.469
C -0.748 -7.101 0.162
O -1.488 -6.230 -0.238
C -1.135 -7.993 1.314
H 0.753 -6.637 -1.282
H 1.390 -7.207 0.272
H 0.650 -8.357 -0.867
H -0.417 -7.883 2.129
H -1.156 -9.034 0.990
H -2.123 -7.714 1.673
C -0.380 2.839 -4.082
C -1.694 2.843 -3.341
O -1.740 2.953 -2.132
C -2.945 2.705 -4.161
H 0.442 2.947 -3.375
H -0.261 1.900 -4.624
H -0.347 3.670 -4.788
H -2.931 1.760 -4.705
H -3.019 3.531 -4.870
H -3.813 2.722 -3.506
*
```

Summary:
* E: -69181.1203 eV
* LUMO energy: -2.3 eV

Löwdin population analysis, charges in e, atoms 1 to 4: number 1, C, carries 0.05; number 2, C, carries -0.11; number 3, C, carries -0.35; number 4, C, carries -0.07

=====

This record from the OMol25 dataset describes C9H11CoNO5S as an isolated structure in a non-equilibrium geometry. The level of theory is ωB97M-V/def2-TZVPD.

Geometry as ORCA input:
```
! RIJCOSX wB97M-V def2-TZVPD def2/J DEFGRID3
* xyz 2 4
Co 0.413 0.561 -0.501
O -1.756 -2.061 -2.933
C -0.977 -1.422 -2.124
O -0.796 -0.208 -2.120
C -0.231 -2.267 -1.139
C -0.247 -3.648 -1.038
C 0.545 -4.232 -0.056
C 1.342 -3.434 0.760
C 1.301 -2.062 0.575
N 0.505 -1.512 -0.336
C 2.094 -0.984 1.271
O 2.948 -1.237 2.207
O 1.913 0.171 0.906
H -2.207 -1.488 -3.574
H -0.845 -4.250 -1.708
H 0.552 -5.307 0.069
H 1.973 -3.895 1.508
H 3.073 -2.162 2.457
C -2.089 3.446 1.177
S -1.133 3.515 -0.340
C 0.032 4.791 0.144
O -0.288 2.217 -0.294
H -1.422 3.354 2.032
H -2.773 2.602 1.124
H -2.673 4.366 1.237
H -0.549 5.680 0.392
H 0.687 5.012 -0.696
H 0.609 4.454 1.002
*
```

Summary:
* E: -69686.9141 eV
* LUMO energy (spin up / spin down): -7.7 / -7.9 eV

natural (NBO) population analysis, charges in e, atoms 1 to 4: number 1, Co, carries 1.60; number 2, O, carries -0.59; number 3, C, carries 0.81; number 4, O, carries -0.66

=====

This record from the OMol25 dataset describes C24H31IN5O3Ti as an isolated structure. The level of theory is ωB97M-V/def2-TZVPD.

Geometry as ORCA input:
```
! RIJCOSX wB97M-V def2-TZVPD def2/J DEFGRID3
* xyz 1 1
Ti -0.463 0.031 -0.658
C 2.801 1.226 -3.817
C 3.204 1.395 -2.385
N 4.438 1.737 -2.101
C 4.802 1.911 -0.817
C 3.951 1.758 0.248
C 4.464 1.973 1.651
O 3.744 2.968 2.372
C 2.616 1.364 -0.029
C 1.671 1.280 1.056
N 0.510 0.713 1.087
C -0.317 0.945 2.246
C 0.268 1.424 3.419
C -0.500 1.998 4.411
C -1.858 2.136 4.194
C -2.442 1.532 3.096
C -1.717 0.813 2.138
I -1.633 2.382 -1.033
C 2.237 1.183 -1.361
O 1.018 0.845 -1.694
H 3.611 1.557 -4.461
H 2.592 0.176 -4.048
H 1.900 1.800 -4.039
H 5.836 2.195 -0.653
H 4.370 1.060 2.240
H 5.528 2.214 1.606
H 3.922 3.831 1.982
H 2.005 1.821 1.932
H 1.338 1.382 3.563
H -0.034 2.375 5.311
H -2.480 2.674 4.897
H -3.509 1.632 2.995
O -0.657 -0.600 -2.710
C -1.746 -0.351 -3.651
C -2.842 -1.389 -3.418
C -2.719 -2.088 -2.057
C -3.130 -1.233 -0.875
C -4.424 -1.104 -0.592
C -4.873 -0.500 0.640
C -3.971 -0.174 1.552
C -2.485 -0.290 1.336
N -2.110 -0.636 -0.085
H 0.093 -0.029 -2.974
H -1.320 -0.431 -4.649
H -2.102 0.664 -3.489
H -2.837 -2.140 -4.208
H -3.806 -0.883 -3.468
H -1.707 -2.459 -1.903
H -3.353 -2.973 -2.074
H -5.147 -1.575 -1.247
H -5.930 -0.449 0.861
H -4.299 0.058 2.551
H -2.174 -1.170 1.919
N -0.162 -2.435 1.722
C 0.940 -3.195 1.142
C 0.992 -3.045 -0.364
N 1.078 -1.623 -0.772
H -0.132 -2.495 2.733
H -1.047 -2.830 1.422
H 0.908 -4.266 1.367
H 1.878 -2.818 1.559
H 0.130 -3.500 -0.856
H 1.881 -3.577 -0.710
H 1.319 -1.578 -1.758
H 1.881 -1.220 -0.289
*
```

Summary:
* E: -70196.2414 eV
* relative energy (zero: lowest compared OMol25 entry of this formula, charge and spin): 186.1 kJ/mol
* LUMO energy: -4.1 eV

natural (NBO) population analysis, charges in e, atoms 1 to 4: number 1, Ti, carries 1.58; number 2, C, carries -0.65; number 3, C, carries 0.18; number 4, N, carries -0.37

=====

This record from the OMol25 dataset describes a 2-piece molecular cluster, C19H29N2O7PS overall in a non-equilibrium geometry. The level of theory is ωB97M-V/def2-TZVPD.

Geometry as ORCA input:
```
! RIJCOSX wB97M-V def2-TZVPD def2/J DEFGRID3
* xyz 0 1
N -0.347 -3.198 4.838
P -1.504 -3.440 3.835
O -1.851 -5.018 3.651
O -2.871 -2.737 4.304
C -0.990 -2.838 2.187
C -0.530 -3.743 1.261
C -0.119 -3.378 0.006
C -0.168 -2.056 -0.395
C 0.288 -1.599 -1.753
C -0.827 -1.710 -2.865
C -0.862 -0.370 -3.625
S -1.482 -0.610 -5.339
C -0.633 -1.172 0.536
C -1.033 -1.507 1.819
C -1.436 -0.263 2.563
O -2.037 -0.169 3.611
N -1.001 0.837 1.746
C -1.947 1.970 1.944
C -1.677 3.208 1.055
C -2.967 3.646 0.297
C -2.809 3.639 -1.245
O -4.051 3.272 -1.856
C -0.838 0.332 0.455
O -0.813 0.917 -0.607
H -0.075 -4.121 5.179
H -2.708 -5.077 3.206
H -3.238 -2.195 3.591
H -0.485 -4.796 1.519
H 0.236 -4.139 -0.680
H 0.690 -0.582 -1.724
H 1.117 -2.248 -2.058
H -0.501 -2.493 -3.549
H -1.755 -1.944 -2.343
H -1.483 0.353 -3.095
H 0.143 0.043 -3.716
H -0.906 -1.792 -5.644
H -2.978 1.608 1.887
H -1.827 2.291 2.980
H -1.441 4.043 1.721
H -0.827 3.097 0.385
H -3.221 4.666 0.598
H -3.831 3.024 0.548
H -2.610 4.656 -1.585
H -2.031 2.944 -1.579
H -4.343 2.446 -1.462
C 5.630 0.387 0.408
C 5.689 0.581 -1.093
O 4.441 0.260 -1.716
C 3.408 1.115 -1.798
C 3.436 2.397 -1.000
O 2.449 0.813 -2.455
H 4.896 1.046 0.873
H 6.603 0.585 0.858
H 5.336 -0.636 0.645
H 6.013 1.584 -1.374
H 6.414 -0.110 -1.519
H 2.880 2.247 -0.075
H 2.950 3.174 -1.587
H 4.435 2.755 -0.768
*
```

Summary:
* E: -57611.2892 eV
* LUMO energy: -0.6 eV

natural (NBO) population analysis, charges in e, atoms 1 to 4: number 1, N, carries -1.32; number 2, P, carries 2.21; number 3, O, carries -0.97; number 4, O, carries -0.96

=====

This record from the OMol25 dataset describes a 2-piece molecular cluster, F2HOPS overall in a non-equilibrium geometry. The level of theory is ωB97M-V/def2-TZVPD.

Geometry as ORCA input:
```
! RIJCOSX wB97M-V def2-TZVPD def2/J DEFGRID3
* xyz 0 1
O 0.239 -0.693 -1.014
F -1.749 0.449 -0.352
F 1.101 1.668 0.255
P -0.340 -0.057 0.309
S -0.486 -0.956 1.994
H 1.234 -0.410 -1.192
*
```

Summary:
* E: -27623.1083 eV
* relative energy (zero: lowest compared OMol25 entry of this formula, charge and spin): 301.1 kJ/mol
* LUMO energy: -1.9 eV

natural (NBO) population analysis, charges in e, atoms 1 to 4: number 1, O, carries -0.98; number 2, F, carries -0.53; number 3, F, carries -0.63; number 4, P, carries 1.92

=====

This record from the OMol25 dataset describes C24H48FO24Tl as an isolated structure in a non-equilibrium geometry. The level of theory is ωB97M-V/def2-TZVPD.

Geometry as ORCA input:
```
! RIJCOSX wB97M-V def2-TZVPD def2/J DEFGRID3
* xyz 2 1
Tl 1.532 -0.618 -2.590
F 0.234 -0.017 0.030
C -4.326 -0.240 3.113
O -4.474 -0.121 4.535
C -5.090 -1.010 5.259
O -5.844 -1.797 4.735
O -4.832 -0.828 6.550
C -5.373 -1.769 7.486
H -5.250 -0.243 2.534
H -3.904 -1.238 2.992
H -3.655 0.533 2.737
H -4.822 -1.639 8.417
H -5.164 -2.822 7.295
H -6.373 -1.594 7.885
C -3.602 -1.600 -4.715
O -3.692 -0.752 -3.517
C -2.630 -0.253 -2.973
O -1.455 -0.444 -3.283
O -2.940 0.471 -1.876
C -4.211 0.613 -1.294
H -3.082 -1.118 -5.543
H -4.622 -1.766 -5.061
H -2.981 -2.471 -4.506
H -4.962 1.039 -1.960
H -4.080 1.384 -0.535
H -4.529 -0.267 -0.735
C -0.737 1.279 2.872
O -0.141 1.871 4.058
C 0.314 3.129 3.994
O 0.383 3.958 3.038
O 0.807 3.416 5.221
C 1.352 4.661 5.450
H -0.475 1.619 1.870
H -1.803 1.501 2.909
H -0.539 0.213 2.982
H 0.675 5.490 5.246
H 2.318 4.716 4.949
H 1.563 4.723 6.518
C 2.458 4.836 -2.501
O 3.723 4.215 -2.262
C 3.999 2.880 -2.059
O 3.192 1.942 -2.027
O 5.320 2.808 -1.980
C 5.866 1.659 -1.518
H 1.726 4.671 -1.710
H 2.068 4.501 -3.462
H 2.487 5.924 -2.445
H 6.051 1.716 -0.446
H 6.825 1.475 -2.002
H 5.329 0.774 -1.858
C -0.822 3.305 -5.546
O -1.144 3.637 -4.247
C -0.674 3.050 -3.092
O -0.078 1.944 -3.157
O -1.220 3.639 -2.009
C -0.937 3.222 -0.694
H -0.252 2.376 -5.576
H -0.192 4.122 -5.897
H -1.743 3.245 -6.126
H -0.084 3.804 -0.346
H -0.724 2.163 -0.548
H -1.745 3.529 -0.030
C -1.910 -2.867 -0.049
O -2.426 -3.449 -1.205
C -1.528 -3.549 -2.261
O -0.459 -2.928 -2.402
O -2.026 -4.451 -3.072
C -1.323 -4.894 -4.221
H -1.891 -1.778 -0.086
H -0.924 -3.100 0.354
H -2.606 -3.202 0.720
H -1.935 -5.185 -5.076
H -0.801 -5.833 -4.035
H -0.627 -4.116 -4.534
C 2.733 -5.527 -1.398
O 2.442 -4.975 -0.128
C 2.054 -3.697 0.096
O 1.834 -2.914 -0.768
O 1.908 -3.526 1.418
C 1.248 -2.395 1.869
H 2.998 -6.583 -1.447
H 3.638 -4.990 -1.682
H 1.967 -5.255 -2.124
H 1.365 -2.472 2.950
H 0.167 -2.428 1.737
H 1.648 -1.489 1.414
C 2.603 1.221 2.016
O 3.789 0.390 1.867
C 4.106 -0.245 0.768
O 3.512 -0.180 -0.298
O 5.212 -1.086 1.079
C 6.110 -1.487 0.089
H 2.655 1.891 1.158
H 2.595 1.820 2.927
H 1.669 0.675 2.153
H 6.767 -2.296 0.409
H 6.805 -0.651 0.001
H 5.612 -1.898 -0.789
*
```

Summary:
* E: -82190.9988 eV
* relative energy (zero: lowest compared OMol25 entry of this formula, charge and spin): 119.1 kJ/mol
* LUMO energy: -12.6 eV

Löwdin population analysis, charges in e, atoms 1 to 4: number 1, Tl, carries 1.30; number 2, F, carries -0.27; number 3, C, carries -0.01; number 4, O, carries 0.03

=====

This record from the OMol25 dataset describes C32H46Br24N6O2P as an isolated structure in a non-equilibrium geometry. The level of theory is ωB97M-V/def2-TZVPD.

Geometry as ORCA input:
```
! RIJCOSX wB97M-V def2-TZVPD def2/J DEFGRID3
* xyz 1 1
C -2.765 -2.658 -1.306
C -2.916 -3.161 -2.385
C -2.959 -3.747 -3.732
C -1.536 -3.658 -4.329
C -1.272 -2.357 -5.109
C -1.442 -1.129 -4.295
N -2.636 -0.562 -4.069
C -2.427 0.501 -3.313
N -3.421 1.300 -2.850
N -4.735 0.988 -3.240
C -5.331 -0.087 -2.456
C -6.635 -0.546 -3.105
C -7.409 -1.496 -2.160
C -6.675 -2.867 -2.111
P -3.301 2.678 -1.808
O -4.636 3.194 -1.489
N -1.097 0.672 -3.074
C -0.323 1.670 -2.369
C 0.093 1.264 -0.935
O -0.455 0.362 -0.362
C 1.237 2.080 -0.393
C 2.510 1.933 -0.941
C 3.583 2.684 -0.487
C 3.368 3.620 0.527
C 2.101 3.763 1.055
C 1.020 3.005 0.618
N -0.513 -0.399 -3.683
C 0.893 -0.814 -3.721
C 1.097 -2.104 -2.861
C 2.006 -1.924 -1.637
C 1.618 -2.987 -0.583
C 2.313 -2.797 0.765
N 3.438 -3.735 0.993
H -2.591 -2.030 -0.462
H -3.253 -4.797 -3.682
H -3.653 -3.231 -4.400
H -1.453 -4.475 -5.054
H -0.775 -3.871 -3.580
H -1.929 -2.330 -5.980
H -0.262 -2.436 -5.522
H -4.778 0.836 -4.240
H -5.619 0.344 -1.487
H -4.656 -0.920 -2.230
H -6.417 -1.035 -4.062
H -7.284 0.310 -3.313
H -8.449 -1.589 -2.463
H -7.320 -1.046 -1.167
H -7.326 -3.698 -1.853
H -6.199 -3.011 -3.087
H -5.843 -2.766 -1.411
H -2.485 3.676 -2.387
H -2.667 2.203 -0.650
H -0.775 2.660 -2.383
H 0.625 1.804 -2.901
H 2.676 1.228 -1.748
H 4.537 2.495 -0.943
H 4.210 4.220 0.849
H 1.953 4.515 1.823
H 0.036 3.165 1.044
H 1.182 -1.003 -4.754
H 1.590 -0.066 -3.347
H 0.144 -2.498 -2.506
H 1.600 -2.807 -3.531
H 1.904 -0.957 -1.147
H 3.046 -2.136 -1.907
H 1.785 -4.005 -0.950
H 0.537 -2.880 -0.433
H 1.572 -3.007 1.544
H 2.650 -1.773 0.937
H 3.363 -4.134 1.922
H 3.346 -4.527 0.368
C -2.928 4.835 2.280
Br -3.026 4.449 0.377
Br -3.912 6.423 2.719
Br -3.486 3.321 3.324
H -1.892 5.025 2.523
C 4.089 -0.139 3.612
Br 5.173 0.610 5.016
Br 2.427 -0.834 4.296
Br 3.808 1.130 2.186
H 4.638 -0.973 3.195
C -4.628 8.210 -1.132
Br -6.024 9.437 -1.623
Br -4.114 7.093 -2.616
Br -3.113 9.123 -0.369
H -5.028 7.559 -0.367
C 7.510 -0.101 8.021
Br 8.816 1.310 8.124
Br 8.326 -1.840 8.110
Br 6.130 0.110 9.352
H 7.034 -0.023 7.054
C 8.888 0.461 12.253
Br 10.195 1.870 12.355
Br 9.706 -1.280 12.342
Br 7.510 0.669 13.582
H 8.411 0.538 11.285
C 1.143 -6.513 1.856
Br 0.113 -4.968 1.337
Br 0.051 -7.829 2.732
Br 2.104 -7.255 0.359
H 1.880 -6.180 2.573
C -3.001 -3.055 3.663
Br -3.015 -3.321 1.753
Br -3.994 -1.483 4.164
Br -3.611 -4.619 4.599
H -1.973 -2.889 3.953
C 5.967 5.683 -2.688
Br 7.570 4.757 -3.206
Br 4.498 4.449 -2.410
Br 6.241 6.785 -1.137
H 5.695 6.337 -3.505
*
```

Summary:
* E: -1737261.5542 eV
* relative energy (zero: lowest compared OMol25 entry of this formula, charge and spin): 0.0 kJ/mol
* LUMO energy: -2.5 eV

Löwdin population analysis, charges in e, atoms 1 to 4: number 1, C, carries 0.03; number 2, C, carries -0.14; number 3, C, carries -0.18; number 4, C, carries -0.17